No. 1
{"formula": "C7H12", "method": "wB97M-V/def2-TZVPD", "symbols": ["C", "C", "C", "C", "C", "C", "C", "H", "H", "H", "H", "H", "H", "H", "H", "H", "H", "H", "H"], "coordinates": [[2.50051, -0.14692, 1.04127], [1.60401, -0.06063, 0.01897], [1.69535, 0.96825, -1.09074], [0.43767, -1.01489, 0.07966], [-0.87807, -0.33724, -0.41874], [-1.89996, -0.08629, 0.47359], [-3.25834, 0.45470, 0.07112], [3.45412, 0.44443, 0.99657], [2.40578, -1.04782, 1.75559], [1.57527, 0.25086, -2.04877], [2.76780, 1.40796, -1.21615], [0.86661, 1.69715, -0.98197], [0.77872, -1.93349, -0.54637], [0.12432, -1.19169, 1.18364], [-0.77250, 0.18865, -1.36634], [-1.74688, -0.41405, 1.51279], [-3.85024, -0.40443, -0.43462], [-3.73253, 1.13061, 0.85400], [-3.07748, 1.20998, -0.75913]], "de_lowest_kj_mol": 238.3, "molar_mass_g_mol": 96.17, "orbital_gap_ev": 10.14, "homo_ev": -9.08, "fmax_ev_per_a": 3.008, "smiles": "C=C(C)C/C=C/C"}

***

No. 2
{"formula": "C30H75AlBaN6O13", "method": "wB97M-V/def2-TZVPD", "symbols": ["Ba", "Al", "N", "O", "O", "O", "C", "O", "C", "C", "N", "C", "C", "O", "C", "H", "H", "H", "H", "H", "H", "H", "H", "H", "H", "H", "H", "H", "H", "H", "C", "O", "C", "C", "N", "C", "C", "O", "C", "H", "H", "H", "H", "H", "H", "H", "H", "H", "H", "H", "H", "H", "H", "H", "C", "O", "C", "C", "N", "C", "C", "O", "C", "H", "H", "H", "H", "H", "H", "H", "H", "H", "H", "H", "H", "H", "H", "H", "C", "O", "C", "C", "N", "C", "C", "O", "C", "H", "H", "H", "H", "H", "H", "H", "H", "H", "H", "H", "H", "H", "H", "H", "C", "O", "C", "C", "N", "C", "C", "O", "C", "H", "H", "H", "H", "H", "H", "H", "H", "H", "H", "H", "H", "H", "H", "H"], "coordinates": [[4.60774, -2.66248, -6.50523], [-1.34154, 6.86681, -5.48441], [1.81692, 1.67998, -3.42241], [1.50801, 1.44894, -2.27380], [2.64215, 1.01396, -4.02666], [1.17411, 2.54551, -3.99030], [7.04116, -2.81200, -2.99302], [5.66583, -3.02722, -3.01282], [5.11621, -3.84673, -1.96836], [3.60319, -3.86213, -2.00084], [3.16059, -4.55764, -3.19510], [1.70777, -4.83391, -3.16596], [0.89939, -3.58005, -3.59459], [1.41749, -3.17172, -4.84070], [0.44524, -2.37210, -5.49171], [7.38281, -2.38326, -2.05092], [7.31672, -2.14816, -3.81246], [7.54588, -3.76963, -3.12069], [5.55506, -3.56063, -1.01251], [5.49435, -4.86329, -2.07655], [3.24491, -2.83637, -1.91387], [3.31688, -4.39321, -1.09305], [3.62510, -5.45440, -3.18275], [1.35621, -5.22559, -2.21145], [1.43575, -5.61946, -3.87096], [0.91689, -2.86181, -2.77487], [-0.12886, -3.93930, -3.63642], [0.34679, -1.40627, -4.99616], [-0.52921, -2.85502, -5.56480], [0.74266, -2.16057, -6.51879], [-8.86563, 4.46141, 0.24656], [-8.03192, 3.80310, 1.14539], [-8.55994, 3.94170, 2.45759], [-7.78599, 3.16537, 3.49792], [-6.36126, 3.47570, 3.58741], [-5.73101, 2.60273, 4.58492], [-4.29627, 3.05583, 4.78432], [-3.56713, 2.84437, 3.60009], [-2.14503, 2.95389, 3.68148], [-8.78171, 5.54232, 0.35929], [-9.92875, 4.22108, 0.25755], [-8.52558, 4.36700, -0.78473], [-9.61455, 3.66636, 2.46685], [-8.47656, 4.99098, 2.74072], [-7.97095, 2.11014, 3.29698], [-8.28612, 3.33786, 4.45093], [-5.99211, 3.32072, 2.66015], [-5.72233, 1.54832, 4.30880], [-6.15751, 2.70108, 5.58318], [-3.78502, 2.55850, 5.60857], [-4.15052, 4.09733, 5.07092], [-1.71504, 2.93774, 2.68001], [-1.63130, 2.09637, 4.11605], [-1.76229, 3.89188, 4.08372], [-3.96730, 3.00987, -3.69308], [-4.16630, 3.83221, -4.85820], [-5.15510, 3.11591, -5.69556], [-5.53488, 3.93449, -6.96237], [-4.26179, 4.11704, -7.63253], [-4.34780, 4.67764, -8.99903], [-4.88965, 6.08618, -9.05010], [-4.09497, 7.04039, -8.34009], [-4.48490, 8.41398, -8.73671], [-4.84595, 2.83716, -3.07160], [-3.16187, 3.38226, -3.06006], [-3.56873, 2.04527, -4.00738], [-6.04327, 3.06232, -5.06598], [-4.76490, 2.13832, -5.97866], [-6.00286, 4.84957, -6.59945], [-6.29477, 3.38357, -7.51660], [-4.08700, 3.13815, -7.80954], [-5.01061, 4.05688, -9.60190], [-3.36550, 4.68468, -9.47141], [-5.90488, 6.05146, -8.65486], [-4.94997, 6.34687, -10.10676], [-4.15876, 8.60026, -9.75996], [-3.84314, 9.10950, -8.19588], [-5.53051, 8.68837, -8.59704], [-1.47751, -4.28713, 2.77475], [-1.87982, -5.64551, 2.90672], [-1.01244, -6.41975, 3.67672], [-1.44680, -7.91660, 3.60381], [-0.51334, -8.80232, 4.34435], [-1.09492, -10.11110, 4.71742], [-0.04500, -11.17529, 5.15586], [0.57723, -11.60478, 3.98275], [1.62534, -12.57454, 4.08637], [-2.26477, -3.76810, 2.22800], [-0.53888, -4.11701, 2.24736], [-1.46787, -3.81982, 3.75944], [-0.91023, -6.03408, 4.69108], [-0.01993, -6.32713, 3.23576], [-1.57921, -8.14745, 2.54679], [-2.42085, -7.99536, 4.08664], [0.30231, -9.04124, 3.79872], [-1.58421, -10.52352, 3.83504], [-1.87181, -9.97574, 5.46991], [-0.53228, -12.00186, 5.67302], [0.68672, -10.79672, 5.86958], [2.47785, -12.33296, 4.72116], [2.02765, -12.70064, 3.08121], [1.23225, -13.53760, 4.41211], [8.00948, 3.64270, 0.48792], [7.70012, 3.64224, 1.88080], [6.63956, 2.76092, 2.26733], [6.12707, 3.15791, 3.63546], [7.19695, 3.03843, 4.64583], [6.78372, 3.64497, 5.88146], [7.94499, 3.62655, 6.90579], [8.96447, 4.51924, 6.53311], [10.01542, 4.51513, 7.50221], [8.33508, 2.64473, 0.19444], [8.79678, 4.34786, 0.22147], [7.08158, 3.95626, 0.00961], [6.96606, 1.72728, 2.15297], [5.82418, 2.91092, 1.55970], [5.30800, 2.53512, 3.99515], [5.79699, 4.18926, 3.51112], [8.08556, 3.41853, 4.35258], [6.01918, 2.99144, 6.30153], [6.44656, 4.66322, 5.68755], [8.35664, 2.61727, 6.90657], [7.59809, 3.80821, 7.92302], [10.74865, 5.26055, 7.19427], [10.48565, 3.54153, 7.64034], [9.69293, 4.85018, 8.48803]], "de_lowest_kj_mol": 551.9, "molar_mass_g_mol": 892.27, "orbital_gap_ev": 1.01, "homo_ev": -14.43, "total_charge": 4, "fmax_ev_per_a": 2.751}

***

No. 3
{"formula": "C24H28N2O3S", "method": "wB97M-V/def2-TZVPD", "symbols": ["C", "C", "C", "C", "C", "C", "C", "S", "C", "C", "C", "C", "C", "C", "N", "C", "C", "O", "N", "C", "C", "C", "O", "C", "C", "C", "C", "O", "C", "C", "H", "H", "H", "H", "H", "H", "H", "H", "H", "H", "H", "H", "H", "H", "H", "H", "H", "H", "H", "H", "H", "H", "H", "H", "H", "H", "H", "H"], "coordinates": [[-3.83426, -2.40008, 1.73024], [-2.46534, -2.47212, 1.13053], [-2.08273, -3.55034, 0.33976], [-0.80424, -3.63068, -0.17233], [0.12620, -2.61658, 0.06404], [1.48114, -2.77514, -0.42984], [2.34851, -1.81470, -0.77846], [4.00002, -2.28455, -1.24059], [4.82886, -1.05560, -0.27619], [6.06290, -1.33697, 0.28871], [6.69443, -0.39026, 1.07342], [6.07887, 0.82767, 1.31321], [4.85233, 1.11736, 0.74366], [4.22313, 0.18556, -0.07707], [3.02575, 0.50953, -0.73359], [2.82841, 1.88289, -1.16601], [1.98251, 2.70960, -0.18132], [2.48247, 3.46402, 0.62931], [0.66830, 2.51564, -0.34360], [-0.33983, 3.20504, 0.42908], [-1.41796, 2.25464, 0.93910], [-2.19013, 1.59350, -0.20369], [-3.35217, 0.99851, 0.34004], [-4.33029, 0.55456, -0.58823], [-3.78785, -0.44657, -1.60949], [-5.04827, 1.71486, -1.28652], [2.04311, -0.38960, -1.01656], [0.98469, -0.03113, -1.51884], [-0.26110, -1.53189, 0.85150], [-1.53393, -1.47032, 1.38095], [-3.84341, -2.90797, 2.69562], [-4.12315, -1.36426, 1.88885], [-4.56719, -2.88471, 1.08890], [-2.79262, -4.33898, 0.13324], [-0.51878, -4.47902, -0.77787], [1.83366, -3.79868, -0.48702], [6.51530, -2.29848, 0.10278], [7.65771, -0.60983, 1.50695], [6.55488, 1.56126, 1.94508], [4.37583, 2.06528, 0.94094], [2.31859, 1.85360, -2.13390], [3.80508, 2.35565, -1.27811], [0.36959, 1.78132, -0.97627], [0.17247, 3.69305, 1.26241], [-0.80003, 3.98158, -0.19548], [-2.12682, 2.81666, 1.54869], [-0.96765, 1.48676, 1.56735], [-1.57171, 0.82986, -0.69471], [-2.46138, 2.35947, -0.94300], [-5.05402, 0.04357, 0.05872], [-3.20667, -1.21720, -1.10927], [-3.15400, 0.04759, -2.34196], [-4.61779, -0.91435, -2.13221], [-4.41121, 2.18139, -2.03427], [-5.93960, 1.34265, -1.78370], [-5.34095, 2.46434, -0.55503], [0.45476, -0.75410, 1.07482], [-1.82446, -0.63326, 1.99725]], "de_lowest_kj_mol": 1.8, "molar_mass_g_mol": 424.57, "orbital_gap_ev": 8.21, "homo_ev": -8.15, "fmax_ev_per_a": 0.952, "smiles": "Cc1ccc(/C=C2/Sc3ccccc3N(CC(=O)NCCCOC(C)C)C2=O)cc1"}

***

No. 4
{"formula": "C33H73Br2ClF2N9O7S", "method": "wB97M-V/def2-TZVPD", "symbols": ["C", "C", "F", "C", "C", "C", "C", "C", "C", "S", "O", "O", "Cl", "C", "C", "N", "C", "Br", "C", "C", "Br", "C", "F", "N", "C", "N", "C", "C", "N", "N", "N", "C", "C", "C", "C", "N", "O", "H", "H", "H", "H", "H", "H", "H", "H", "H", "H", "H", "H", "H", "H", "H", "H", "H", "H", "H", "H", "H", "H", "H", "H", "H", "H", "H", "H", "H", "H", "H", "H", "H", "H", "H", "H", "H", "H", "H", "H", "H", "H", "H", "C", "O", "C", "C", "N", "C", "C", "O", "C", "H", "H", "H", "H", "H", "H", "H", "H", "H", "H", "H", "H", "H", "H", "H", "C", "O", "C", "C", "N", "C", "C", "O", "C", "H", "H", "H", "H", "H", "H", "H", "H", "H", "H", "H", "H", "H", "H", "H"], "coordinates": [[4.76957, -1.50479, 0.05783], [3.68319, -2.23280, 0.86312], [4.37529, -2.92246, 1.85666], [2.81877, -3.21282, 0.01186], [3.22630, -4.70702, 0.28534], [4.60919, -4.84611, -0.34780], [5.39393, -6.15563, -0.21596], [6.89980, -5.86858, -0.47853], [7.12700, -5.12922, -1.79588], [8.92416, -5.05468, -2.07899], [9.55749, -5.31773, -0.83928], [9.26205, -6.00689, -3.07581], [9.40753, -3.13873, -2.59564], [2.13909, -5.78748, -0.18666], [2.36002, -6.05548, -1.67401], [1.46345, -7.02369, -2.29735], [2.49721, -7.03237, 0.71994], [1.18409, -7.45690, 2.12223], [2.85305, -8.36580, -0.01619], [3.79681, -9.16628, 0.93681], [1.32104, -9.58744, -0.28521], [0.79100, -5.18504, 0.20465], [-0.21051, -6.03851, -0.04334], [0.32997, -3.84025, -0.28203], [0.20091, -3.57337, -1.75185], [-0.30638, -4.64946, -2.57178], [-0.95359, -3.54896, 0.50823], [-2.34546, -3.51208, -0.19716], [-3.30031, -3.48694, 0.98792], [-2.69376, -2.28388, -0.87742], [-2.73551, -4.66474, -0.95824], [1.34927, -2.82423, 0.22869], [1.03625, -1.37632, -0.20823], [1.75256, -0.76721, -1.40576], [0.83421, 0.17002, -2.17463], [1.39516, 0.86665, -3.26770], [-0.29714, 0.35141, -1.86231], [4.83328, -0.47029, 0.37935], [5.72166, -2.00168, 0.19099], [4.55218, -1.47904, -1.00872], [3.08099, -1.51488, 1.41482], [3.15215, -3.04773, -1.00954], [3.21702, -4.78159, 1.37293], [4.53289, -4.61653, -1.41253], [5.27451, -4.07798, 0.03205], [5.12238, -6.93982, -0.92054], [5.38322, -6.57609, 0.78530], [7.44806, -6.80161, -0.45203], [7.23255, -5.22381, 0.33142], [6.81175, -4.09296, -1.69882], [6.61524, -5.58047, -2.63993], [3.35750, -6.44074, -1.86155], [2.32970, -5.13293, -2.26439], [1.08417, -6.72592, -3.17630], [0.77353, -7.43086, -1.68817], [3.36803, -6.82110, 1.31487], [3.42502, -8.25403, -0.92318], [3.73922, -8.81553, 1.96476], [4.83051, -9.02570, 0.62021], [3.59499, -10.22819, 0.90459], [0.90175, -5.02198, 1.27712], [-0.41694, -2.70686, -1.94953], [1.16409, -3.29601, -2.15683], [-1.23008, -4.44714, -2.93057], [0.27511, -4.71807, -3.39929], [-0.89027, -2.59509, 1.02069], [-1.06089, -4.24531, 1.32941], [-2.98783, -2.77366, 1.65021], [-3.21307, -4.36486, 1.49918], [-2.23214, -1.48180, -0.47288], [-2.54637, -2.34647, -1.87777], [-3.66650, -4.46004, -1.31273], [-2.83895, -5.47340, -0.35733], [1.22782, -2.83841, 1.31184], [-0.03156, -1.25304, -0.37860], [1.23511, -0.74985, 0.65412], [2.19103, -1.44874, -2.13571], [2.56102, -0.12859, -1.05384], [2.38905, 0.65393, -3.34098], [1.37922, 1.84894, -2.99250], [-2.25403, 6.06601, 1.79087], [-3.28513, 5.24043, 2.30874], [-4.25877, 4.85628, 1.34593], [-4.14478, 3.38187, 1.01147], [-2.93263, 3.09993, 0.24802], [-2.61014, 1.68138, 0.12721], [-2.33364, 0.89410, 1.40909], [-1.13488, 1.24888, 2.07814], [-1.23118, 2.38414, 2.92832], [-1.68990, 6.46146, 2.63517], [-1.56412, 5.49342, 1.15990], [-2.66344, 6.90292, 1.22075], [-4.20279, 5.47558, 0.44598], [-5.23729, 5.02754, 1.80342], [-5.01502, 3.07743, 0.42274], [-4.16490, 2.83112, 1.96073], [-2.15144, 3.56579, 0.69100], [-1.71918, 1.61424, -0.49664], [-3.41793, 1.18646, -0.42276], [-2.19916, -0.15188, 1.11797], [-3.18127, 0.90461, 2.10311], [-2.21392, 2.46450, 3.39647], [-0.99827, 3.30065, 2.38286], [-0.48258, 2.27354, 3.71324], [-7.77891, 10.79037, 0.27894], [-6.81861, 11.67327, -0.27031], [-6.25824, 12.58473, 0.66880], [-4.81105, 12.24610, 0.96858], [-4.69969, 11.01451, 1.74310], [-3.34312, 10.47937, 1.83645], [-2.63235, 10.06923, 0.54719], [-3.18546, 8.93193, -0.09557], [-4.30942, 9.19602, -0.92001], [-8.27846, 10.29005, -0.54958], [-7.31049, 10.02430, 0.90638], [-8.52842, 11.33096, 0.86294], [-6.85316, 12.63572, 1.58514], [-6.28768, 13.57275, 0.20131], [-4.36134, 13.06563, 1.53657], [-4.28834, 12.17009, 0.00658], [-5.29031, 10.30870, 1.32374], [-3.40011, 9.59397, 2.47579], [-2.71941, 11.20875, 2.36300], [-1.61446, 9.77973, 0.82376], [-2.52753, 10.89888, -0.16075], [-4.24732, 10.17399, -1.40133], [-5.23901, 9.11264, -0.35183], [-4.33660, 8.42964, -1.69569]], "molar_mass_g_mol": 973.33, "orbital_gap_ev": 7.34, "homo_ev": -9.83, "total_charge": 1, "fmax_ev_per_a": 2.990}

***

No. 5
{"formula": "C4H9NO", "method": "wB97M-V/def2-TZVPD", "symbols": ["C", "N", "C", "H", "H", "H", "H", "H", "C", "C", "O", "H", "H", "H", "H"], "coordinates": [[0.45591, -1.04281, -1.24577], [0.08646, -1.38376, -2.39670], [1.10661, -1.54613, -3.40812], [-0.32167, -0.92057, -0.49347], [1.46770, -0.84826, -0.88577], [0.94018, -2.48738, -3.93796], [2.12668, -1.53513, -3.02731], [0.98548, -0.75633, -4.15285], [-1.53791, 1.77825, 2.58909], [-0.26184, 1.11623, 3.00669], [0.74368, 1.08516, 2.35429], [-1.50067, 2.05543, 1.54026], [-1.60967, 2.71522, 3.14844], [-2.37404, 1.14297, 2.90407], [-0.30689, 0.62711, 4.00511]], "de_lowest_kj_mol": 219.7, "molar_mass_g_mol": 87.12, "orbital_gap_ev": 10.61, "homo_ev": -9.64, "fmax_ev_per_a": 0.925, "smiles": "C=NC.CC=O"}